No. 1
An isolated ion of composition C5H13N2O and charge +1. Source: the Open Molecules 2025 dataset; level of theory: ωB97M-V/def2-TZVPD.

Properties
LUMO: -3.08 eV
HOMO: -11.17 eV
Relative energy (zero: lowest compared OMol25 entry of this formula, charge and spin): 177.1 kJ/mol
Charge: +1

Element x y z (Å)
C  -1.5243  -1.1484  -0.9998
O  -1.7701  -2.5659  -1.0626
C  -0.3003  -0.9565  -0.1278
C  -0.1857  0.4232  0.5378
C  1.0908  1.1428  0.1940
C  1.1510  2.4736  0.0305
N  2.3014  3.1681  -0.1755
N  -0.2976  -2.0770  0.9193
H  -1.3372  -0.7912  -1.9801
H  -2.4140  -0.6709  -0.5906
H  -2.7138  -2.7323  -1.1650
H  0.5978  -1.0759  -0.7225
H  -0.2809  0.3236  1.6354
H  -1.0612  1.0653  0.3817
H  1.9524  0.5004  0.0349
H  0.2412  3.0466  0.0438
H  3.1658  2.6749  -0.0872
H  2.3039  4.1682  -0.1679
H  -1.0701  -2.7014  0.6399
H  -0.3986  -1.7056  1.8593
H  0.5493  -2.5616  0.8023

=====

No. 2
An isolated ion of composition C5H13N2O and charge +1. Source: the Open Molecules 2025 dataset; level of theory: ωB97M-V/def2-TZVPD.

Properties
LUMO: -3.57 eV
HOMO: -13.94 eV
Relative energy (zero: lowest compared OMol25 entry of this formula, charge and spin): 91.1 kJ/mol
Charge: +1

Element x y z (Å)
N  2.8440  0.8513  -0.9496
C  1.6636  0.1334  -0.4391
C  0.6261  1.2423  -0.1174
N  -0.6226  0.8875  0.1642
C  -1.4498  -1.3526  -0.6253
C  -1.0239  -0.4910  0.5513
C  -2.0910  -0.4226  1.6379
O  1.0183  2.3974  -0.2656
H  2.7931  1.0548  -1.9447
H  2.8848  1.7422  -0.4273
H  3.7023  0.3051  -0.8600
H  1.8840  -0.4638  0.4409
H  1.1789  -0.4947  -1.1851
H  -1.4186  1.4844  0.0150
H  -2.5072  -1.2703  -0.8017
H  -1.2253  -2.4176  -0.5036
H  -0.9819  -1.0873  -1.5670
H  -0.1360  -0.9285  0.9818
H  -1.7434  -0.7753  2.6221
H  -2.9867  -0.9944  1.3984
H  -2.4086  0.5995  1.8749

=====

No. 3
An isolated ion of composition C5H13N2O and charge +1. Source: the Open Molecules 2025 dataset; level of theory: ωB97M-V/def2-TZVPD.

Properties
LUMO: -3.00 eV
HOMO: -13.41 eV
Relative energy (zero: lowest compared OMol25 entry of this formula, charge and spin): 151.6 kJ/mol
Charge: +1

Element x y z (Å)
O  0.7241  -2.1989  2.5626
C  1.0305  -2.2184  1.4105
C  1.1691  -0.9451  0.5662
C  -0.0044  -0.9393  -0.4702
C  0.1791  0.3295  -1.3938
C  -2.0270  1.4201  -0.6005
N  -0.5337  1.5053  -0.7662
N  1.0315  0.2738  1.4070
H  1.2028  -3.1825  0.8973
H  2.1058  -0.9792  0.0165
H  -1.0148  -0.8906  -0.0694
H  0.0617  -1.9012  -0.9899
H  -0.2850  0.2637  -2.3756
H  1.2455  0.5593  -1.4246
H  -2.4932  2.3255  -0.2482
H  -2.2044  0.6159  0.1005
H  -2.4408  1.2527  -1.6027
H  -0.2099  2.3948  -1.1441
H  -0.1060  1.5020  0.2120
H  0.6336  0.1090  2.3266
H  1.9355  0.7034  1.5862

=====

No. 4
A 2-piece molecular cluster, C5H13N2O overall. Source: the Open Molecules 2025 dataset; level of theory: ωB97M-V/def2-TZVPD.

Properties
LUMO: -3.82 eV
HOMO: -12.65 eV
Relative energy (zero: lowest compared OMol25 entry of this formula, charge and spin): 287.9 kJ/mol
Charge: +1

Element x y z (Å)
C  0.5488  -1.0023  -1.6067
O  1.8683  -0.5499  -1.4831
C  -0.3318  0.1485  -2.0491
N  -1.7770  -0.3036  -2.1346
H  0.1973  -1.4328  -0.6617
H  0.5531  -1.8091  -2.3469
H  1.9188  0.0167  -0.7028
H  -0.3085  0.9452  -1.3084
H  -0.0516  0.5191  -3.0328
H  -2.1030  -0.6090  -1.2157
H  -1.9149  -1.0612  -2.8049
H  -2.3666  0.4834  -2.4141
C  1.2503  0.3134  2.1803
C  1.4096  1.2659  3.0890
C  -1.0056  0.0305  1.9294
N  0.1057  0.1883  1.3491
H  2.0542  -0.3733  1.9492
H  0.6357  2.0011  3.2588
H  2.3318  1.2969  3.6489
H  -1.9205  -0.0338  1.3396
H  -1.0940  -0.0340  3.0166

=====

No. 5
C5H13N2O2 as an isolated structure. Source: the Open Molecules 2025 dataset; level of theory: ωB97M-V/def2-TZVPD.

Properties
LUMO: -4.34 eV
HOMO: -13.92 eV
Relative energy (zero: lowest compared OMol25 entry of this formula, charge and spin): 448.5 kJ/mol
Charge: +1

Element x y z (Å)
C  -2.3964  -0.6023  1.7497
C  0.9526  2.3314  -2.3959
C  1.6980  -0.1077  -1.9671
C  -0.9589  -0.9696  2.3735
C  0.8902  1.0729  -1.5105
N  0.2432  0.9105  -0.3821
N  0.8710  -2.5508  1.1949
O  0.6087  -3.1769  2.1229
O  -0.0558  -1.0892  1.3072
H  -2.4255  0.4032  1.5327
H  -2.5867  -1.2242  0.9265
H  -3.1748  -0.7189  2.5652
H  -0.0948  2.7266  -2.4305
H  1.5029  3.1036  -1.9189
H  1.3726  1.9485  -3.3743
H  1.8636  -0.5910  -0.9462
H  2.5481  0.1691  -2.5539
H  0.9620  -0.8212  -2.3190
H  -1.1948  -2.0279  2.7967
H  -0.3721  -0.3033  3.0839
H  0.1700  -0.0155  0.0644
H  -0.4232  1.5328  0.0810

=====

No. 6
C5H13N2PS2 as an isolated structure. Source: the Open Molecules 2025 dataset; level of theory: ωB97M-V/def2-TZVPD.

Properties
LUMO: 0.51 eV
HOMO: -8.14 eV
Relative energy (zero: lowest compared OMol25 entry of this formula, charge and spin): 0.0 kJ/mol
Charge: 0

Element x y z (Å)
C  0.5459  1.5033  -0.9932
C  1.1375  -1.5243  -0.4726
C  -0.2603  -1.1227  -1.0109
C  -0.6702  0.7691  -0.5096
C  2.1825  1.1924  0.9252
N  1.8894  1.0865  -0.4478
N  -3.0789  0.9698  0.1494
P  -1.4814  -2.1442  -0.1913
S  2.3369  -0.3837  -1.1391
S  -2.1560  1.1948  -1.2691
H  0.6563  1.6247  -2.1175
H  0.4924  2.5392  -0.6636
H  1.1043  -1.4966  0.6127
H  1.5132  -2.5418  -0.7718
H  -0.3542  -1.2674  -2.0432
H  -0.6361  0.8835  0.6173
H  3.0964  0.6686  1.1174
H  2.2664  2.1941  1.1841
H  1.4642  0.6303  1.5686
H  -3.0863  1.8284  0.8982
H  -4.0410  0.7396  -0.1904
H  -0.9886  -1.8463  1.0685
H  -0.5472  -3.2262  -0.2995

=====

No. 7
An isolated ion of composition C5H13N2S and charge +1. Source: the Open Molecules 2025 dataset; level of theory: ωB97M-V/def2-TZVPD.

Properties
LUMO: -2.97 eV
HOMO: -13.36 eV
Relative energy (zero: lowest compared OMol25 entry of this formula, charge and spin): 101.2 kJ/mol
Charge: +1

Element x y z (Å)
C  0.9131  1.6006  0.0737
C  2.2215  0.8702  0.1817
C  0.2906  -0.9109  -0.1812
C  0.2394  -1.9012  0.9719
C  -1.4785  0.8525  -0.0849
N  -0.5969  -1.3011  -1.3142
N  -0.1892  0.5356  0.3904
S  2.0441  -0.6466  -0.8014
H  0.7772  2.2535  0.8661
H  0.7428  1.9984  -0.9649
H  3.1554  1.3724  -0.1655
H  2.4817  0.8005  1.1790
H  0.7748  -2.7955  0.6786
H  -0.6624  -2.2980  1.3816
H  0.7781  -1.6391  1.8263
H  -1.5853  0.6042  -1.0628
H  -2.2064  0.2669  0.4788
H  -1.7074  1.8506  0.1389
H  -1.3064  -2.0174  -1.0416
H  -0.3640  -1.2195  -2.2707
H  -0.2566  0.4595  1.4573

=====

No. 8
An isolated ion of composition C5H13N2S and charge +1. Source: the Open Molecules 2025 dataset; level of theory: ωB97M-V/def2-TZVPD.

Properties
LUMO: -3.02 eV
HOMO: -12.74 eV
Relative energy (zero: lowest compared OMol25 entry of this formula, charge and spin): 55.5 kJ/mol
Charge: +1

Element x y z (Å)
C  0.1715  1.4675  0.0505
C  -1.1723  1.0637  -0.6079
C  -0.2325  -0.6864  0.6559
C  -2.5681  -0.9722  -0.2554
C  3.4826  -0.2406  0.3524
N  0.8267  0.2174  0.4016
N  -1.2273  -0.4180  -0.4647
S  2.0334  -0.3614  -0.7107
H  0.8076  2.0475  -0.6146
H  0.0010  2.0451  0.9620
H  -2.0172  1.5032  -0.0787
H  -1.2213  1.3478  -1.6570
H  0.0974  -1.7248  0.6549
H  -0.7342  -0.4420  1.5989
H  -2.9964  -0.5639  0.6589
H  -3.2161  -0.7201  -1.0931
H  -2.5141  -2.0556  -0.1661
H  4.3146  -0.6300  -0.2270
H  3.3270  -0.8433  1.2409
H  3.6570  0.7995  0.6081
H  -0.8193  -0.8335  -1.3090

=====

Which of these has the highest LUMO? C5H13N2PS2